1.
100
Properties=species:S:1:pos:R:3:forces:R:3 method="wB97M-V/def2-TZVPD" s2=6.0929 charge=-1 multiplicity=5 homo_lumo_gap_ha="0.211 / 0.118" e_above_lowest_kcal_mol=30.5 energy_ha=-4012.642461
Pd 0.542194 0.536130 -0.062211 0.00 0.11 0.18
O -0.060284 3.957435 -2.045680 0.04 0.00 0.05
S 0.874035 3.496024 -0.976798 -0.10 -0.02 -0.18
C 2.324669 4.550331 -1.120417 0.00 0.08 0.00
C 3.305324 4.582655 -0.138511 0.01 -0.03 -0.02
C 4.425405 5.372873 -0.331930 -0.01 0.01 0.01
C 4.565440 6.116859 -1.498005 0.03 -0.01 0.03
C 3.583072 6.067484 -2.473186 0.00 0.04 -0.04
C 2.454789 5.278743 -2.289262 0.01 0.05 0.01
C 0.265885 4.137257 0.578643 0.02 -0.03 0.01
C 0.591258 3.465266 1.745564 -0.03 0.04 0.03
C 0.060654 3.915594 2.948309 0.03 0.01 0.01
C -0.783463 5.015377 2.961682 0.02 -0.01 0.04
C -1.105222 5.673329 1.779086 -0.02 0.04 -0.03
C -0.582983 5.233113 0.574178 0.00 -0.01 0.03
H 3.200503 3.991800 0.760617 -0.01 -0.02 0.02
H 5.193014 5.403941 0.430065 0.02 0.01 0.00
H 5.444961 6.730678 -1.644306 0.01 0.01 0.00
H 3.691357 6.644937 -3.382743 0.00 0.00 -0.01
H 1.667319 5.228811 -3.029036 -0.02 -0.02 -0.01
H 1.201520 2.570499 1.722340 0.03 -0.02 0.00
H 0.273524 3.361662 3.853430 0.01 0.00 0.02
H -1.214206 5.350689 3.896705 0.00 0.01 0.02
H -1.777048 6.522206 1.797310 -0.01 0.01 0.00
H -0.839632 5.698742 -0.368521 -0.01 0.02 -0.03
C -1.723573 -2.388928 0.728955 0.06 0.08 0.02
C -2.605542 -3.547132 1.262323 0.03 -0.04 0.05
N -3.750298 -3.768680 0.370994 0.03 -0.02 -0.06
C -3.241794 -4.053476 -0.972509 -0.02 -0.02 -0.01
C -2.439494 -2.838580 -1.513460 -0.05 -0.03 0.03
N -2.329492 -1.818152 -0.475083 -0.03 0.03 -0.07
C -3.670755 -1.347927 -0.135898 0.03 0.11 -0.05
C -4.549295 -2.543491 0.316179 -0.08 0.00 0.03
H -0.717148 -2.725021 0.478730 0.01 -0.03 -0.02
H -1.600516 -1.593094 1.466138 0.01 -0.01 0.00
H -2.989981 -3.324448 2.260087 0.00 0.00 0.00
H -2.044032 -4.483387 1.331279 0.00 0.01 0.01
H -4.088750 -4.297601 -1.619904 0.00 0.00 0.00
H -2.612316 -4.944034 -0.902226 0.02 -0.04 -0.01
H -2.933178 -2.383433 -2.377251 0.00 -0.02 0.00
H -1.437695 -3.134754 -1.830681 0.04 0.01 0.01
H -4.093243 -0.840050 -1.008146 0.00 -0.01 0.00
H -3.570623 -0.607606 0.660195 0.00 0.01 0.00
H -5.378609 -2.714935 -0.375372 0.00 0.01 0.00
H -4.977146 -2.370543 1.306868 0.01 0.00 -0.01
S 1.279085 -6.967589 1.748310 -0.11 0.02 0.04
C 1.235462 -5.871423 0.527719 0.24 -0.02 -0.07
S 1.737796 -4.222574 0.679669 -0.03 0.06 0.23
C 1.290637 -3.902051 -0.974136 -0.07 -0.03 -0.21
N 0.839986 -4.980098 -1.594351 -0.03 -0.06 0.02
N 0.836221 -6.051380 -0.787552 0.02 0.09 0.02
C 0.354917 -7.270142 -1.364903 -0.08 0.03 0.03
C -0.691384 -7.190276 -2.274807 0.01 -0.08 0.04
C -1.167595 -8.349815 -2.861484 -0.03 0.00 -0.03
C -0.605324 -9.578828 -2.545950 -0.02 0.02 0.00
C 0.445326 -9.640856 -1.644824 0.04 0.01 0.03
C 0.935366 -8.488156 -1.048169 0.01 -0.03 -0.09
S 1.387342 -2.402918 -1.712315 0.06 -0.09 0.05
H -1.116803 -6.229795 -2.521753 -0.01 0.06 0.01
H -1.986661 -8.287278 -3.565676 0.00 -0.02 -0.01
H -0.985256 -10.483347 -3.002224 0.00 -0.01 -0.01
H 0.896694 -10.592457 -1.397548 0.00 -0.01 -0.01
H 1.754218 -8.537133 -0.349014 0.00 0.01 -0.01
C -0.599418 0.173820 -3.195513 0.01 0.00 0.00
C -1.824586 0.984729 -2.934499 -0.13 0.06 -0.12
C -2.690516 1.332150 -3.953622 0.06 -0.08 0.08
C -3.813635 2.112265 -3.706546 -0.05 0.03 0.00
C -4.080675 2.563278 -2.417215 -0.01 0.03 0.05
C -3.254281 2.245732 -1.358136 -0.15 0.07 -0.05
C -3.537275 2.743131 0.025382 0.00 0.01 0.04
C -2.110224 1.432512 -1.606820 0.35 -0.05 0.05
N -1.309359 1.099727 -0.603856 0.02 -0.18 -0.01
H -0.641377 -0.286753 -4.182536 0.03 0.02 -0.03
H -0.504854 -0.613761 -2.447658 0.00 -0.03 0.04
H 0.295524 0.800428 -3.136358 0.03 -0.04 0.03
H -2.477806 0.990787 -4.959949 0.00 0.00 -0.01
H -4.477288 2.377985 -4.519473 -0.01 0.01 -0.01
H -4.947731 3.187286 -2.232063 0.00 0.00 -0.01
H -4.300366 3.520814 -0.002169 -0.02 0.01 0.01
H -2.638896 3.145704 0.495675 -0.01 0.01 -0.04
H -3.890301 1.935845 0.672353 0.00 0.01 -0.03
C -1.896936 1.101769 2.537854 -0.11 -0.03 -0.02
C -0.590782 0.546020 3.003383 -0.06 -0.01 0.02
C -0.243738 0.317232 4.322686 0.09 -0.04 -0.14
C 1.056894 -0.241717 4.300861 -0.09 0.02 -0.12
C 1.422252 -0.321644 2.970093 0.08 -0.03 -0.05
C 2.695451 -0.894029 2.443756 0.05 -0.10 -0.03
N 0.428200 0.163463 2.157445 -0.12 0.01 0.27
H -1.956004 2.191366 2.634951 0.01 -0.01 -0.03
H -2.723265 0.679933 3.119746 0.02 0.02 0.03
H -2.070275 0.866490 1.491607 0.03 -0.02 0.00
H -0.870614 0.501804 5.182872 -0.04 0.02 0.03
H 1.647304 -0.581871 5.138726 0.03 -0.01 0.02
H 3.133954 -1.555820 3.194060 0.02 0.02 0.02
H 3.440194 -0.138490 2.184436 -0.04 0.01 0.00
H 2.520428 -1.479589 1.540415 0.00 0.01 0.01
F 2.793078 0.929728 -1.795083 0.03 0.04 -0.02
C 2.634297 0.548529 -0.462539 -0.13 -0.09 -0.02
F 3.496559 -0.511369 -0.354908 0.00 0.08 -0.07
F 3.284930 1.557274 0.232109 0.06 0.01 -0.01

***

2.
33
Properties=species:S:1:pos:R:3:forces:R:3 method="wB97M-V/def2-TZVPD" s2=15.7606 charge=-2 multiplicity=8 homo_lumo_gap_ha="0.166 / 0.179" energy_ha=-6201.034676
C -1.147856 0.086555 -2.185138 0.83 -0.48 -0.21
C 0.142512 0.661480 -2.373229 -0.40 -1.04 -0.45
C 1.098700 -0.382048 -2.285512 -0.35 -0.37 -0.33
H 0.391983 1.681846 -2.634885 -0.17 0.00 0.13
C 0.397002 -1.599476 -1.938378 0.12 0.22 -0.61
C -0.988616 -1.293590 -1.889167 0.56 0.62 -0.58
H -1.781370 -2.024188 -1.742079 0.13 0.24 0.16
H -2.089034 0.588231 -2.336942 -0.11 0.17 0.37
H 2.166916 -0.223152 -2.472180 -0.53 -0.21 0.23
H 0.803754 -2.619577 -1.853586 -0.18 0.76 0.03
Eu 1.044969 -0.019845 0.337820 -2.78 -0.38 -0.03
Br 2.376761 2.284587 0.198538 1.14 1.56 -0.05
C -0.895485 0.441777 2.432674 -0.14 0.12 -0.20
C -1.682344 -0.576307 1.810280 -0.25 1.04 0.05
C -2.389359 0.030112 0.735533 0.59 0.96 0.71
H -1.806424 -1.586902 2.175992 -0.01 -0.03 -0.03
C -1.978863 1.395844 0.636555 0.12 -0.76 0.83
C -1.028044 1.642844 1.676250 -0.65 -0.47 0.09
H -0.520324 2.584369 1.884875 -0.17 -0.25 -0.08
H -0.362456 0.344554 3.380242 -0.18 0.00 -0.52
H -3.164711 -0.427143 0.145858 0.11 -0.21 -0.30
H -2.367965 2.135098 -0.062020 0.27 -0.26 0.03
Cl 3.351624 -2.223650 -1.307342 0.50 -0.36 0.19
C 3.703322 -2.148995 0.401833 1.02 -0.42 1.42
C 2.820648 -1.549447 1.260962 -0.47 0.31 -0.63
C 3.113990 -1.322608 2.574788 1.65 -1.00 -0.30
Cl 2.056710 -0.291020 3.495541 0.25 -0.14 0.36
C 4.290654 -1.858090 3.138763 -0.50 -0.16 -1.40
Cl 4.524971 -1.699470 4.825139 0.62 -0.14 0.59
C 5.190698 -2.557312 2.280852 -1.48 0.70 -0.56
Cl 6.592847 -3.267946 2.907030 0.92 -0.40 0.50
C 4.916984 -2.678207 0.893724 -1.14 0.70 0.40
Cl 5.972383 -3.437949 -0.229290 0.69 -0.32 0.20

***

3.
20
Properties=species:S:1:pos:R:3:forces:R:3 method="wB97M-V/def2-TZVPD" multiplicity=1 homo_lumo_gap_ha=0.369 e_above_lowest_kcal_mol=13.2 energy_ha=-291.137744
C 0.982909 -0.710028 1.329755 0.39 0.33 0.13
C 0.555452 0.151244 0.411885 0.23 -0.24 0.50
C 1.062029 1.558011 0.362040 0.07 0.17 -0.55
C -0.022449 2.562852 0.746131 -0.23 -0.25 0.21
C -0.492334 -0.222104 -0.584049 -0.64 -0.26 -0.50
C -0.325002 -1.611469 -1.223659 -0.27 0.12 -0.11
N -1.263701 -2.579990 -0.648295 -0.20 -0.06 -0.03
H 0.630211 -1.726042 1.418945 -0.15 -0.09 -0.12
H 1.745794 -0.390425 2.035279 -0.08 -0.10 -0.01
H 1.393039 1.749299 -0.670422 -0.06 0.09 0.14
H 1.947268 1.669428 0.988055 -0.07 0.02 0.14
H 0.307057 3.590323 0.624843 0.03 0.11 -0.01
H -0.937524 2.415072 0.164754 0.17 0.07 -0.13
H -0.315684 2.399937 1.785547 0.10 0.12 0.05
H -0.579391 0.513681 -1.391388 0.26 0.09 0.19
H -1.470900 -0.197683 -0.088260 0.03 -0.01 -0.02
H 0.684936 -1.972021 -1.040732 0.06 -0.04 -0.03
H -0.449241 -1.506754 -2.310080 0.03 -0.05 0.04
H -2.222588 -2.245501 -0.737438 0.26 0.01 0.01
H -1.229881 -3.447832 -1.172910 0.06 -0.01 0.10